{
  "formula": "C4H6BF3O2",
  "method": "wB97M-V/def2-TZVPD",
  "species": ["B", "C", "C", "C", "C", "O", "O", "F", "F", "F", "H", "H", "H", "H", "H", "H"],
  "positions_angstrom": [[0.46, -1.08, -0.11], [-2.06, -0.16, -1.12], [-0.65, 0.05, 0.05], [-1.99, -0.49, 0.31], [-0.40, 1.46, 0.57], [0.35, -1.99, -1.12], [1.48, -0.93, 0.73], [-2.60, 1.04, -1.36], [-2.88, 0.07, 1.16], [-1.98, -1.84, 0.65], [-1.84, -0.69, -1.96], [0.24, 2.15, 0.00], [0.02, 1.32, 1.50], [-1.45, 1.96, 0.53], [0.89, -2.86, -1.24], [2.34, -1.36, 0.74]],
  "lowdin_charge": [-0.68, -0.07, -0.09, -0.45, -0.01, 0.14, 0.20, 0.08, 0.13, 0.08, 0.11, 0.10, 0.05, 0.12, 0.17, 0.12],
  "total_charge": 0,
  "multiplicity": 3,
  "s2": 2.01,
  "homo_ev": [-4.6, -11.1],
  "e_lumo_ev": [0.20, -2.04]
}

=====

{
  "formula": "C6H11NS",
  "method": "wB97M-V/def2-TZVPD",
  "species": ["C", "C", "S", "N", "C", "C", "C", "C", "H", "H", "H", "H", "H", "H", "H", "H", "H", "H", "H"],
  "positions_angstrom": [[-1.85, 1.11, 0.73], [-1.09, -0.07, 0.15], [-1.62, -1.65, 0.17], [0.09, 0.19, -0.55], [1.10, 1.10, -0.14], [1.52, 2.15, -1.13], [1.43, -0.33, -0.42], [1.80, -1.12, 0.80], [-1.58, 2.03, 0.11], [-1.60, 1.21, 1.80], [-2.98, 0.93, 0.63], [1.11, 1.42, 0.89], [1.57, 1.63, -2.06], [2.58, 2.51, -0.97], [0.85, 3.01, -1.20], [1.96, -0.56, -1.33], [1.71, -2.28, 0.67], [2.92, -1.01, 0.94], [1.21, -0.85, 1.68]],
  "lowdin_charge": [-0.10, -0.82, 0.63, -0.06, -0.32, -0.04, -0.27, -0.08, 0.09, 0.08, 0.10, 0.14, 0.06, 0.10, 0.07, 0.14, 0.11, 0.09, 0.07],
  "total_charge": 0,
  "multiplicity": 1,
  "homo_ev": -8.2,
  "smiles": "CC(=S)N1[C@H](C)[C@H]1C",
  "e_lumo_ev": 0.52
}

=====

{
  "formula": "C3H12N3S",
  "method": "wB97M-V/def2-TZVPD",
  "species": ["C", "C", "C", "N", "N", "N", "S", "H", "H", "H", "H", "H", "H", "H", "H", "H", "H", "H", "H"],
  "positions_angstrom": [[-1.77, -0.62, 1.01], [-1.54, 1.83, 1.20], [1.92, -0.58, -1.38], [0.99, -1.53, -1.49], [1.97, 0.59, -2.06], [-1.00, 0.52, 1.55], [3.24, -0.83, -0.22], [-2.70, -0.83, 1.56], [-1.93, -0.39, 0.00], [-1.31, -1.58, 1.07], [-1.84, 1.95, 0.12], [-2.47, 1.95, 1.80], [-0.81, 2.67, 1.45], [0.36, -1.49, -2.26], [1.18, -2.40, -1.01], [2.57, 1.17, -1.69], [1.34, 0.95, -2.77], [-1.01, 0.35, 2.57], [2.79, -1.75, 0.55]],
  "lowdin_charge": [-0.16, -0.16, -0.66, 0.17, 0.19, -0.21, 0.96, 0.08, 0.04, 0.05, 0.08, 0.08, 0.09, 0.14, 0.13, 0.04, 0.16, 0.11, -0.13],
  "total_charge": 1,
  "multiplicity": 1,
  "homo_ev": -11.5,
  "e_lumo_ev": -3.90
}